{"formula": "C7H8O2", "method": "wB97M-V/def2-TZVPD", "species": ["C", "C", "O", "C", "C", "C", "O", "C", "C", "H", "H", "H", "H", "H", "H", "H", "H"], "positions_angstrom": [[0.024, -0.486, 1.692], [-0.366, -0.675, 0.247], [-1.264, -1.820, 0.280], [-1.150, 0.555, -0.126], [-0.553, 1.555, -0.829], [0.735, 1.434, -1.493], [1.273, 2.287, -2.162], [1.284, 0.052, -1.384], [0.824, -0.922, -0.597], [0.709, 0.388, 1.835], [-0.896, -0.323, 2.270], [0.557, -1.415, 2.083], [-1.847, -1.886, 1.002], [-2.049, 0.690, 0.417], [-0.996, 2.509, -0.887], [2.235, -0.121, -1.885], [1.479, -1.821, -0.464]], "atomic_forces_ev_per_a": [[1.63, -0.05, 1.44], [-2.05, -0.90, 1.01], [1.73, -0.42, -2.95], [2.77, 1.10, -1.10], [-1.29, -0.80, 1.21], [-0.13, -1.84, -0.46], [-0.02, 0.32, 0.29], [1.33, -0.25, 0.00], [0.79, -0.08, -0.29], [-0.60, -0.67, -0.08], [0.35, -0.01, 0.07], [-0.75, 1.14, -0.51], [-0.78, 0.51, 1.64], [-0.93, 0.18, 0.17], [-0.72, 0.96, -0.23], [-0.18, 0.18, -0.12], [-1.15, 0.64, -0.07]], "mulliken_charge": [-1.306, 1.762, -0.594, -0.754, -0.414, 0.176, -0.576, -0.277, -0.861, 0.306, 0.400, 0.325, 0.338, 0.392, 0.412, 0.346, 0.324], "relative_energy_kcal_mol": 33.9, "largest_force_ha_per_bohr": 0.0670, "total_energy_ha": -421.95895, "gap_ev": 9.631, "spin_multiplicity": 1, "e_homo_ev": -9.9}